[1]
Entry from the Open Molecules 2025 dataset: one molecule with the formula C4H8N2O2S in a non-equilibrium geometry (ωB97M-V with the def2-TZVPD basis set).

```
17
Properties=species:S:1:pos:R:3:lowdin_charge:R:1
C -2.26 -0.51 0.48 -0.014
N -0.83 -0.23 0.21 -0.162
C 0.12 -1.25 -0.04 -0.096
C 1.46 -0.54 -0.21 -0.309
O 1.79 -0.45 -1.56 0.016
N 1.17 0.83 0.36 -0.113
O 1.90 1.88 -0.07 -0.005
C -0.28 0.99 0.28 -0.767
S -0.93 2.51 0.31 0.678
H -2.50 0.12 1.36 0.086
H -3.01 -0.12 -0.16 0.072
H -2.27 -1.57 0.75 0.090
H -0.14 -1.65 -1.08 0.160
H 0.20 -1.97 0.86 0.161
H 2.19 -1.03 0.41 0.139
H 2.09 0.44 -1.78 0.095
H 1.29 2.56 -0.13 -0.033
```

Lowest unoccupied orbital energy ... 0.68 eV
Structure (SMILES) ... CN1C[C@@H](O)N(O)C1=S
E ... -22185.9434 eV
Highest occupied orbital energy ... -8.9 eV
Net charge ... 0
Frontier orbital gap ... 9.538 eV
Energy relative to the best compared isomer or geometry (same formula, charge and spin) ... 232.7 kJ/mol

---

[2]
Entry from the Open Molecules 2025 dataset: a 2-piece molecular cluster, C4H8N2O2S overall in a non-equilibrium geometry (ωB97M-V with the def2-TZVPD basis set).

```
17
Properties=species:S:1:pos:R:3:lowdin_charge:R:1
C -0.77 0.01 2.04 -0.302
C 2.18 -0.09 -1.60 -0.521
C -2.11 -0.62 2.43 0.074
C 0.48 0.82 -3.16 -0.189
N 2.67 -1.09 -1.32 0.345
N -0.22 -0.06 0.88 0.162
O -0.35 0.61 3.09 0.217
O -0.04 -0.01 -0.24 0.167
S 1.61 1.37 -1.81 1.160
H -2.96 0.10 2.31 0.134
H -2.25 -1.68 2.02 0.133
H -2.20 -0.72 3.55 0.140
H -0.41 0.82 -2.74 0.001
H 0.75 -0.11 -3.55 0.066
H 0.49 1.49 -3.96 0.067
H 0.46 1.16 3.01 0.195
H 2.65 -2.00 -0.95 0.150
```

Lowest unoccupied orbital energy (spin up / spin down) ... -11.00 / -11.01 eV
E ... -22163.9341 eV
Highest occupied orbital energy (spin up / spin down) ... -18.9 / -18.9 eV
Net charge ... +2
Frontier orbital gap (spin up / spin down) ... 7.883 / 7.883 eV
Energy relative to the best compared isomer or geometry (same formula, charge and spin) ... 71.4 kJ/mol

---

[3]
Entry from the Open Molecules 2025 dataset: one molecule with the formula C4H8N2O3 in a non-equilibrium geometry (ωB97M-V with the def2-TZVPD basis set).

```
17
Properties=species:S:1:pos:R:3:lowdin_charge:R:1
N 0.98 2.60 -0.29 0.192
C 0.49 1.58 0.24 -0.597
O 0.35 1.46 1.44 0.037
C 0.27 0.33 -0.69 -0.095
C 0.06 -0.99 0.07 -0.309
N 0.19 -1.99 -1.06 -0.018
C -1.32 -1.22 0.91 -0.492
O -2.19 -1.90 0.40 0.071
O -1.45 -0.49 1.96 0.147
H 1.14 2.69 -1.32 0.163
H 1.20 3.27 0.41 0.126
H 1.27 0.13 -1.35 0.160
H -0.55 0.52 -1.52 0.160
H 0.95 -1.09 0.78 0.163
H -0.81 -2.14 -1.51 0.118
H 0.10 -2.90 -0.50 0.092
H -0.70 0.15 2.02 0.081
```

Lowest unoccupied orbital energy ... 0.49 eV
Structure (SMILES) ... NC(=O)C[C@H](N)C(=O)O
E ... -13400.1896 eV
Highest occupied orbital energy ... -9.9 eV
Net charge ... 0
Frontier orbital gap ... 10.420 eV
Energy relative to the best compared isomer or geometry (same formula, charge and spin) ... 144.6 kJ/mol

---

[4]
Entry from the Open Molecules 2025 dataset: one molecule with the formula C4H8N2O5 in a non-equilibrium geometry (ωB97M-V with the def2-TZVPD basis set).

```
19
Properties=species:S:1:pos:R:3:lowdin_charge:R:1
C 2.66 0.50 -1.11 0.013
C 1.85 -0.13 0.04 -0.511
O 2.14 -0.19 1.21 0.112
O 0.70 -0.66 -0.44 -0.055
N -0.06 -1.39 0.48 0.090
C -1.37 -0.73 0.69 -0.473
O -2.38 -1.48 0.08 0.077
O -1.69 -0.55 2.05 0.075
C -1.47 0.85 0.19 -0.374
N -1.33 1.01 -1.18 0.155
O -1.73 1.70 1.04 0.071
H 2.23 1.51 -1.48 0.108
H 3.55 0.76 -0.60 0.049
H 2.82 -0.23 -2.07 0.143
H 0.41 -1.61 1.37 0.148
H -2.75 -1.90 0.82 0.076
H -1.39 0.29 2.18 0.016
H -1.26 2.02 -1.50 0.143
H -0.92 0.25 -1.79 0.137
```

Lowest unoccupied orbital energy ... 0.55 eV
Structure (SMILES) ... CC(=O)ONC(O)(O)C(N)=O
E ... -17493.3930 eV
Highest occupied orbital energy ... -9.7 eV
Net charge ... 0
Frontier orbital gap ... 10.299 eV
Energy relative to the best compared isomer or geometry (same formula, charge and spin) ... 202.9 kJ/mol

---

[5]
Entry from the Open Molecules 2025 dataset: one molecule with the formula C4H8N2OS in a non-equilibrium geometry (ωB97M-V with the def2-TZVPD basis set).

```
16
Properties=species:S:1:pos:R:3:lowdin_charge:R:1
H -3.05 -2.01 0.24 0.095
N -3.12 -0.93 0.12 0.065
C -2.09 -0.30 -0.13 -0.676
N -1.76 1.08 0.15 -0.016
O -0.66 1.42 -0.58 -0.243
C 0.63 1.25 0.12 -0.142
C 1.00 -0.13 -0.54 -0.626
C 2.06 -0.93 0.21 -0.132
S -0.49 -1.13 -0.41 0.977
H -2.29 1.83 -0.21 0.125
H 0.63 1.14 1.23 0.122
H 1.42 2.07 -0.12 0.148
H 0.95 -0.18 -1.62 0.077
H 1.69 -0.73 1.32 0.118
H 2.92 -0.42 0.12 0.021
H 2.17 -2.04 0.09 0.088
```

Lowest unoccupied orbital energy ... 0.83 eV
Structure (SMILES) ... [H]/N=C1/NOC[C@@H](C)S1
E ... -20136.4726 eV
Highest occupied orbital energy ... -8.7 eV
Net charge ... 0
Frontier orbital gap ... 9.543 eV
Energy relative to the best compared isomer or geometry (same formula, charge and spin) ... 420.9 kJ/mol

---

[6]
Entry from the Open Molecules 2025 dataset: one molecule with the formula C4H8N2OS in a non-equilibrium geometry (ωB97M-V with the def2-TZVPD basis set).

```
16
Properties=species:S:1:pos:R:3:lowdin_charge:R:1
C 3.00 0.03 -1.42 -0.098
C 1.98 0.50 -0.22 -0.386
N 0.80 0.34 0.06 -0.222
S -0.03 -0.47 -1.35 0.938
C -1.57 -0.55 -0.32 -0.631
O -2.42 -1.40 -0.67 -0.025
C -1.63 0.24 0.90 -0.310
N -2.93 0.34 1.74 -0.047
H 2.26 -1.06 -1.56 0.074
H 2.90 0.48 -2.44 0.041
H 4.21 -0.34 -1.09 0.145
H 2.47 0.89 0.67 0.094
H -0.94 -0.04 1.62 0.081
H -1.34 1.25 0.88 0.096
H -3.60 0.34 0.79 0.129
H -3.16 -0.54 2.42 0.120
```

Lowest unoccupied orbital energy ... 0.56 eV
Structure (SMILES) ... C/C=N\SC(=O)CN
E ... -20135.9765 eV
Highest occupied orbital energy ... -9.6 eV
Net charge ... 0
Frontier orbital gap ... 10.148 eV
Energy relative to the best compared isomer or geometry (same formula, charge and spin) ... 468.7 kJ/mol

---

[7]
Entry from the Open Molecules 2025 dataset: one molecule with the formula C4H8N2OS in a non-equilibrium geometry (ωB97M-V with the def2-TZVPD basis set).

```
16
Properties=species:S:1:pos:R:3:lowdin_charge:R:1
S -1.91 -1.88 0.99 0.674
C -0.57 -0.57 0.79 -0.625
C 0.26 -0.87 -0.58 -0.217
N 1.32 -0.03 -0.88 -0.016
C 1.13 1.23 -1.11 -0.270
N 0.18 2.14 -0.85 0.050
O -0.97 1.64 -0.19 -0.193
C -0.85 0.84 1.00 -0.278
H -0.87 -2.89 0.74 -0.069
H 0.12 -0.68 1.68 0.102
H -0.39 -0.70 -1.33 0.081
H 0.42 -1.96 -0.62 0.111
H 2.37 -0.28 -1.14 0.217
H 1.71 1.76 -1.90 0.128
H -0.08 1.12 1.86 0.148
H -1.86 1.14 1.55 0.158
```

Lowest unoccupied orbital energy ... 0.32 eV
Structure (SMILES) ... S[C@H]1CNC=NOC1
E ... -20135.8950 eV
Highest occupied orbital energy ... -8.5 eV
Net charge ... 0
Frontier orbital gap ... 8.840 eV
Energy relative to the best compared isomer or geometry (same formula, charge and spin) ... 476.6 kJ/mol

---

[8]
Entry from the Open Molecules 2025 dataset: one molecule with the formula C4H8N2OS in a non-equilibrium geometry (ωB97M-V with the def2-TZVPD basis set).

```
16
Properties=species:S:1:pos:R:3:lowdin_charge:R:1
C -2.11 0.95 -0.25 -0.082
C -1.44 -0.21 0.41 -0.479
O -2.19 -1.36 0.17 -0.064
C -0.02 -0.47 -0.08 -0.101
N 1.03 -0.14 0.52 0.049
N 2.25 -0.37 -0.05 -0.117
C 3.35 0.07 0.51 -0.744
S 4.84 -0.23 -0.12 0.556
H -2.43 0.80 -1.31 0.084
H -1.45 1.89 -0.32 0.097
H -3.04 1.50 0.34 0.140
H -1.41 -0.09 1.45 0.126
H -2.76 -1.12 -0.69 0.151
H 0.02 -1.02 -1.06 0.146
H 2.26 -0.78 -1.00 0.149
H 3.10 0.56 1.49 0.090
```

Lowest unoccupied orbital energy ... 0.38 eV
Structure (SMILES) ... C[C@@H](O)/C=N/NC=S
E ... -20138.3617 eV
Highest occupied orbital energy ... -8.6 eV
Net charge ... 0
Frontier orbital gap ... 8.941 eV
Energy relative to the best compared isomer or geometry (same formula, charge and spin) ... 238.6 kJ/mol